Computed, not measured: a structure of composition C39H60GeIrN4O4P3S, with ωB97M-V/def2-TZVPD.

Calculated values
LUMO energy (spin up / spin down) = -4.3 / -7.5 eV
Frontier orbital gap (spin up / spin down) = 7.1 / 5.5 eV
Charge = +2
Multiplicity = 5
Energy = -153609.7812 eV

```
113
Properties=species:S:1:pos:R:3:forces:R:3:mulliken_spin:R:1
Ir -1.148432 0.169161 0.086084 0.5 0.0 -0.2 0.89
C -4.407360 -1.331854 -1.570028 0.0 0.0 0.0 0.04
C -3.137410 -1.897809 -2.194588 0.0 -0.1 0.0 0.01
C -3.353734 -2.255555 -3.666758 0.0 0.0 0.0 0.01
P -1.668707 -0.830952 -1.889075 -0.1 -0.1 0.0 0.38
C -1.756788 0.401051 -3.263599 0.0 0.1 0.0 -0.12
N -1.128665 1.661333 -2.901673 0.1 -0.1 0.0 0.49
Ge 0.228898 1.752184 -1.022261 -0.1 0.2 0.1 0.02
N -0.202305 3.402315 0.361342 -0.1 -0.2 0.0 0.52
C -0.895177 3.057610 1.574377 0.0 0.1 -0.1 -0.06
P -2.251908 1.853039 1.133486 -0.2 0.1 0.2 0.23
C -2.883119 1.387901 2.800417 0.0 -0.1 0.0 -0.02
C -3.170279 2.489535 3.819240 0.0 0.1 0.0 0.02
C -4.073199 0.437583 2.646670 0.0 0.0 0.0 0.03
C -3.412537 2.927349 0.186732 0.1 0.1 0.0 0.04
C -4.268853 2.134513 -0.791965 -0.1 -0.1 0.0 0.02
C -4.267186 3.869940 1.031240 0.0 0.0 0.0 0.00
C 0.235235 4.623538 0.095592 0.1 0.1 0.0 0.02
C 0.445658 5.665875 1.039937 0.0 0.0 0.0 0.20
C 1.078403 6.817570 0.644519 0.0 0.0 0.0 -0.05
C 1.500420 6.980000 -0.679733 0.0 0.0 0.0 0.22
C 1.257812 5.995122 -1.639172 0.0 0.0 0.0 -0.08
C 0.606091 4.846603 -1.264820 0.0 -0.1 0.1 0.15
N 0.199697 3.803135 -2.176927 0.3 0.2 -0.2 0.02
C -1.103413 3.999311 -2.742300 0.0 -0.2 0.0 0.17
C -1.727379 5.215455 -2.852541 0.0 -0.1 0.0 -0.09
C -2.945614 5.300735 -3.534162 0.0 0.1 0.0 0.23
C -3.512405 4.172236 -4.129688 0.0 0.0 0.0 -0.05
C -2.919918 2.941915 -3.998004 0.0 0.0 0.0 0.22
C -1.715991 2.798805 -3.245674 0.0 0.2 0.1 0.06
C 1.215231 3.565243 -3.201432 -0.2 0.0 0.1 0.05
C 1.220941 4.238550 -4.404578 0.2 -0.1 -0.1 0.00
C 2.267221 4.020105 -5.292188 -0.1 0.0 0.0 0.00
C 3.275924 3.140597 -4.934041 0.0 0.0 -0.1 0.00
C 3.247553 2.450740 -3.730065 0.0 0.0 0.0 0.00
C 2.191767 2.640805 -2.836017 -0.2 -0.1 0.1 0.00
N 2.006430 1.937686 -1.630685 0.3 0.1 -0.4 0.11
C 3.128623 1.022945 -1.366060 0.0 0.1 0.2 0.00
P 3.064138 -0.119657 0.091063 0.2 0.1 -0.1 0.04
C 4.500903 -1.239527 -0.274875 0.1 0.0 0.0 0.01
C 4.400757 -2.436658 0.679558 0.0 -0.1 0.0 0.00
C 4.527892 -1.758212 -1.711813 -0.1 0.0 -0.1 0.00
C 3.744870 0.934303 1.454292 0.1 0.1 0.0 -0.01
C 2.972576 2.243380 1.586292 -0.1 0.0 0.0 0.02
C 3.765837 0.195564 2.792539 0.0 -0.1 0.1 0.00
C -0.269248 -1.987444 -2.301724 0.0 -0.1 -0.2 -0.01
C 0.146257 -2.790983 -1.077070 0.2 0.1 0.4 0.05
C 0.924084 -1.266208 -2.921967 0.0 -0.1 -0.1 0.00
H -5.191222 -2.088604 -1.586430 0.0 0.0 0.0 0.00
H -4.776738 -0.472059 -2.133961 0.0 0.0 0.0 0.00
H -4.245831 -1.018360 -0.538007 0.0 0.0 0.0 0.00
H -2.875916 -2.815354 -1.651882 0.0 0.0 0.0 0.01
H -3.737754 -1.402787 -4.229812 0.0 0.0 0.0 0.00
H -4.100289 -3.045557 -3.749879 0.0 0.0 0.0 0.00
H -2.453562 -2.611663 -4.168528 0.0 0.0 0.0 0.00
H -2.830942 0.524342 -3.418716 0.0 0.0 0.0 0.02
H -1.336164 0.025462 -4.200387 0.0 0.0 0.0 0.01
H -1.277155 3.937147 2.094707 0.0 0.0 -0.1 0.02
H -0.235184 2.502816 2.249956 0.0 0.0 0.0 0.08
H -2.031712 0.799444 3.169818 0.0 0.0 0.0 0.03
H -4.091272 3.024511 3.595523 0.0 0.0 0.0 0.00
H -2.363441 3.216972 3.910053 0.0 0.0 0.0 0.00
H -3.293371 2.031779 4.801461 0.0 0.0 0.0 0.00
H -4.931549 0.942401 2.198082 0.0 0.0 0.0 0.00
H -4.385512 0.079019 3.627557 0.0 0.0 0.0 0.00
H -3.821519 -0.427799 2.031425 0.0 0.0 0.0 0.00
H -2.717543 3.544583 -0.402502 0.0 -0.1 0.0 -0.01
H -4.988155 1.500648 -0.270316 0.0 0.0 0.0 0.00
H -3.658096 1.485926 -1.418657 0.0 0.0 0.0 0.02
H -4.831729 2.819289 -1.429098 0.0 0.0 0.0 0.00
H -5.015658 3.321193 1.602618 0.0 0.0 0.0 0.00
H -4.800706 4.560370 0.376622 0.0 0.0 0.0 0.00
H -3.678193 4.466427 1.728949 0.0 0.0 0.0 0.00
H 0.170787 5.516141 2.074752 0.0 0.0 0.0 0.00
H 1.273425 7.600788 1.363634 0.0 0.0 0.0 0.00
H 2.009867 7.887770 -0.971724 0.0 0.0 0.0 0.00
H 1.571468 6.142205 -2.663149 0.0 0.0 0.0 0.00
H -1.276883 6.107766 -2.441205 0.0 0.0 0.0 0.01
H -3.431106 6.262318 -3.627793 0.0 0.0 0.0 0.00
H -4.428245 4.269979 -4.695833 0.0 0.0 0.0 0.00
H -3.369522 2.078516 -4.464207 0.0 0.0 0.0 -0.01
H 0.422773 4.927335 -4.650240 0.0 0.0 0.0 0.00
H 2.293407 4.534193 -6.241824 0.0 0.0 0.0 0.00
H 4.103721 2.971264 -5.609404 0.0 0.0 0.0 0.00
H 4.050556 1.762522 -3.516006 0.0 0.0 0.0 0.00
H 4.035703 1.636383 -1.290912 0.0 -0.1 0.1 0.00
H 3.271353 0.368626 -2.229642 0.0 0.0 0.0 0.00
H 5.428310 -0.690357 -0.082813 0.0 0.0 0.1 0.00
H 3.581763 -3.092994 0.368168 0.0 0.0 0.0 0.00
H 4.216274 -2.161590 1.716234 0.0 0.0 -0.1 0.00
H 5.317195 -3.026389 0.645163 0.0 0.0 0.0 0.00
H 3.541789 -2.125702 -2.017162 0.1 0.0 0.0 0.00
H 5.214491 -2.602001 -1.785684 0.0 0.0 0.0 0.00
H 4.850103 -1.012816 -2.438221 0.0 0.0 0.0 0.00
H 4.774363 1.169718 1.160803 0.0 0.0 0.0 0.00
H 1.939246 2.041562 1.870682 -0.2 0.0 0.0 0.01
H 2.968628 2.832327 0.669236 0.0 0.0 0.0 0.00
H 3.415228 2.849344 2.378590 0.0 0.0 0.0 0.00
H 2.818770 -0.313214 2.984860 0.0 0.0 0.0 0.00
H 3.932428 0.907456 3.602393 0.0 0.0 0.0 0.00
H 4.565280 -0.540954 2.848146 0.0 0.0 0.0 0.00
H -0.645375 -2.722506 -3.020903 0.0 0.0 0.0 -0.01
H 1.520812 -1.623542 0.020078 0.5 0.5 -0.2 -0.02
H 0.978704 -3.454042 -1.315388 0.0 0.0 0.0 0.00
H -0.660930 -3.376949 -0.640719 -0.1 0.0 -0.1 0.01
H 1.261989 -0.442812 -2.293364 0.0 0.0 0.0 -0.01
H 0.696549 -0.868100 -3.909483 0.0 0.0 0.0 0.00
H 1.762432 -1.955718 -3.042228 -0.1 0.0 0.0 0.00
O 0.649043 -3.087752 2.403920 0.0 0.0 0.0 0.00
S -0.127235 -2.023038 1.896188 0.1 -0.3 -0.2 -0.01
O 0.230371 -0.673738 2.214228 0.1 0.3 0.2 0.01
O 0.573880 -1.898390 -0.002314 -0.8 -0.5 0.0 0.02
O -1.460091 -2.233430 1.437246 -0.4 -0.3 0.2 0.02
```
Positions in Å, forces in eV/Å.

Computed, not measured: a cluster of 2 separate species, C4H8BrNO in total in a non-equilibrium geometry, with ωB97M-V/def2-TZVPD.

Calculated values
LUMO energy (spin up / spin down) = -1.9 / -1.9 eV
Frontier orbital gap (spin up / spin down) = 7.5 / 7.5 eV
Multiplicity = 1
Energy = -77856.4181 eV

```
15
Properties=species:S:1:pos:R:3:forces:R:3:nbo_charge:R:1
C -0.194277 -1.001799 0.576672 0.1 -2.2 -0.8 0.57
C -0.101112 0.593330 -1.528921 -1.0 -0.1 0.1 -0.72
C -0.450206 1.388181 0.895803 0.6 1.0 0.0 -0.74
C 0.014382 0.347661 -0.058600 0.4 0.1 1.7 0.34
N 0.271578 -2.091327 -0.149382 2.3 2.5 -1.6 -0.83
O -0.887680 -1.159235 1.554446 -0.2 0.5 0.1 -0.57
Br 2.429045 0.047852 1.221401 -1.0 0.3 -1.2 -0.43
H -1.268611 0.471913 -1.752387 2.4 0.2 0.4 0.28
H 0.204396 1.632419 -1.718045 -0.3 -0.4 -0.2 0.24
H 0.464357 -0.090347 -2.180034 -0.4 0.1 0.4 0.26
H -0.342610 2.445044 0.416880 0.2 -1.8 1.5 0.23
H -1.507671 1.191946 1.047919 -0.5 0.0 -0.3 0.27
H -0.053268 1.098062 1.934251 -0.3 1.3 -1.6 0.30
H 1.252064 -1.912316 -0.553056 -2.1 -0.6 0.8 0.40
H 0.169611 -2.961390 0.293046 -0.1 -1.1 0.8 0.40
```
Positions in Å, forces in eV/Å.

Computed, not measured: an isolated molecule of H2IOP in a non-equilibrium geometry, with ωB97M-V/def2-TZVPD.

Calculated values
LUMO energy (spin up / spin down) = -2.3 / -1.9 eV
Frontier orbital gap (spin up / spin down) = 7.1 / 7.3 eV
Multiplicity = 1
SMILES string = POI
Energy = -19467.1354 eV

```
5
Properties=species:S:1:pos:R:3:forces:R:3:nbo_charge:R:1
P -0.076946 -0.864495 -0.043633 -1.0 -1.2 2.2 1.03
O -1.552084 -1.247744 0.003497 -0.1 -0.5 -0.3 -0.93
I -3.650536 0.106584 0.057996 0.1 0.1 0.0 0.01
H 0.143377 -0.216078 1.225771 0.4 0.2 -0.8 -0.04
H 0.103071 -0.027423 -1.076588 0.5 1.5 -1.0 -0.06
```
Positions in Å, forces in eV/Å.

Computed, not measured: a cluster of 2 separate species, C32H37N3O2 in total in a non-equilibrium geometry, with ωB97M-V/def2-TZVPD.

Calculated values
LUMO energy = -1.4 eV
Frontier orbital gap = 4.7 eV
Multiplicity = 1
Energy = -42347.8040 eV

```
74
Properties=species:S:1:pos:R:3:forces:R:3:lowdin_charge:R:1
C -1.275914 -1.979362 -1.523348 -0.1 -0.2 0.1 -0.08
C -1.525516 -1.105446 -2.744317 0.2 0.8 -0.3 -0.22
N -1.789082 0.303056 -2.422833 -0.5 -0.4 -0.1 -0.07
C -3.146600 0.777731 -2.662981 0.3 -0.1 0.6 -0.26
C -3.445180 1.152883 -4.104071 0.1 0.0 0.1 -0.07
C -0.810096 1.219442 -2.042375 0.1 0.5 0.4 -0.48
C 0.539572 0.708976 -1.950175 0.0 -0.1 0.1 -0.01
C 1.655297 1.560138 -2.230164 -0.6 0.7 0.3 -0.40
C 2.994836 0.911185 -2.557157 0.6 0.1 -0.3 -0.14
C 3.146489 -0.431044 -2.936499 0.2 0.2 0.2 -0.04
C 4.417585 -0.973398 -3.181015 -0.1 0.3 0.0 -0.10
C 5.558299 -0.166811 -3.097363 -0.4 0.2 0.1 -0.11
C 5.412313 1.196199 -2.792629 -0.3 -0.3 -0.1 -0.09
C 4.145329 1.726147 -2.540461 0.0 -0.3 0.1 -0.03
O 1.579453 2.801571 -2.230132 0.6 -0.7 -0.1 0.00
O -1.152071 2.389989 -1.775952 -0.1 -0.8 -0.2 -0.01
H -0.964575 -2.980255 -1.841681 -0.1 0.0 0.1 0.08
H -0.499412 -1.566884 -0.871424 -0.1 0.0 -0.2 0.05
H -2.189520 -2.075661 -0.927762 0.1 0.0 0.0 0.06
H -0.664565 -1.153596 -3.429499 -0.2 -0.1 0.1 0.12
H -2.408590 -1.465097 -3.290839 0.3 0.0 0.1 0.11
H -3.824946 -0.019651 -2.324473 0.0 0.1 -0.1 0.11
H -3.300675 1.654526 -2.025413 0.1 -0.2 -0.1 0.10
H -4.472622 1.524807 -4.154216 0.0 0.0 -0.2 0.07
H -2.764558 1.948509 -4.422020 -0.1 -0.1 0.0 0.08
H -3.339384 0.289630 -4.768372 0.0 0.1 0.0 0.07
H 0.673895 -0.364376 -1.947630 0.1 0.2 -0.2 0.05
H 2.256485 -1.050900 -3.050711 0.3 0.1 0.1 0.10
H 4.504675 -2.027126 -3.448464 0.0 0.3 0.0 0.09
H 6.547686 -0.588120 -3.285271 -0.3 0.1 0.0 0.09
H 6.286437 1.848811 -2.760105 -0.2 -0.2 0.0 0.10
H 4.032321 2.790468 -2.329171 -0.1 -0.3 0.0 0.11
C -5.780414 -2.752928 1.044420 -0.1 -0.1 0.1 -0.03
N -5.299919 -1.404241 0.879594 0.4 -0.3 0.4 -0.12
C -6.127034 -0.393171 0.249001 -0.2 0.3 -0.2 -0.12
C -5.216062 0.852254 0.184611 -0.6 0.7 -0.3 -0.09
C -3.905775 0.384072 0.718667 1.0 -0.3 0.2 -0.15
C -4.061311 -0.943778 1.188144 -0.2 0.1 -0.6 -0.17
C -3.008440 -1.605692 1.845682 0.1 0.0 0.2 0.00
C -1.794963 -0.956287 1.960087 0.0 0.1 -0.5 0.00
C -1.524699 0.257037 1.240721 -0.1 0.0 0.0 -0.18
C -0.234267 0.822075 1.052718 -0.7 0.4 0.6 0.08
C 0.956524 0.486087 1.761295 0.8 -0.8 0.1 -0.19
C 1.835574 1.547276 2.148861 0.1 -0.2 -0.1 0.06
C 2.972725 1.279359 2.871766 -0.6 -0.7 -0.4 -0.15
C 3.295873 -0.057886 3.215697 -0.1 0.3 -0.1 -0.17
N 4.483573 -0.096960 3.874013 -0.1 -0.4 0.2 -0.14
C 5.171524 -1.283866 4.311580 0.1 0.0 0.0 -0.03
C 5.115897 1.205848 3.963896 0.1 0.3 -0.2 -0.13
C 4.061699 2.171022 3.365951 0.5 0.7 0.3 -0.09
C 2.452441 -1.124722 2.859922 0.2 0.0 0.0 0.00
C 1.325058 -0.852472 2.105887 -0.3 0.7 0.1 -0.02
C -2.656671 0.954262 0.695596 -0.4 -0.1 -0.1 0.06
H -4.980621 -3.391465 1.430900 -0.2 0.1 -0.1 0.08
H -6.629092 -2.784564 1.742407 0.2 0.0 -0.1 0.10
H -6.126048 -3.156437 0.080719 0.1 0.1 0.2 0.10
H -6.461490 -0.722932 -0.746846 0.2 0.0 0.2 0.12
H -7.033506 -0.202080 0.842792 0.2 -0.1 -0.1 0.12
H -5.136561 1.234764 -0.839751 0.0 -0.1 0.3 0.10
H -5.637809 1.657596 0.799849 0.1 -0.1 -0.1 0.13
H -3.173683 -2.599825 2.257010 0.2 0.3 0.2 0.11
H -1.028573 -1.383803 2.599995 -0.1 0.0 -0.3 0.10
H -0.205696 1.757269 0.491111 -0.1 -0.1 0.1 0.12
H 1.578544 2.577151 1.891119 0.1 -0.3 -0.1 0.14
H 4.483921 -2.134218 4.305997 0.2 0.2 0.1 0.08
H 6.028090 -1.517164 3.660125 -0.2 0.0 0.1 0.10
H 5.553182 -1.138098 5.330719 -0.1 -0.1 -0.2 0.09
H 5.370010 1.450079 5.004616 -0.1 -0.1 -0.2 0.12
H 6.053822 1.232244 3.386460 -0.2 -0.1 0.1 0.12
H 4.500012 2.777413 2.564879 -0.2 -0.1 0.1 0.12
H 3.707118 2.860091 4.142722 0.0 -0.1 -0.2 0.12
H 2.713323 -2.139141 3.156491 -0.1 0.2 -0.3 0.10
H 0.707422 -1.675197 1.749483 0.3 0.2 0.0 0.11
H -2.521032 1.954681 0.279632 0.2 -0.4 -0.1 0.13
```
Positions in Å, forces in eV/Å.

Computed, not measured: a cluster of 2 separate species, C8H21NOSi in total in a non-equilibrium geometry, with ωB97M-V/def2-TZVPD.

Calculated values
LUMO energy (spin up / spin down) = -0.1 / 0.8 eV
Frontier orbital gap (spin up / spin down) = 7.1 / 7.5 eV
Multiplicity = 1
Energy = -20048.5418 eV

```
32
Properties=species:S:1:pos:R:3:forces:R:3:nbo_charge:R:1
C -2.072710 2.170572 1.802394 2.0 -2.7 0.6 -0.61
C 3.267565 0.102062 -0.538437 -1.0 1.5 -2.4 -0.62
C 2.187300 1.460930 1.184659 1.4 -0.6 -3.0 -0.60
C 2.091311 -0.955651 1.312026 0.7 0.9 1.5 -0.62
C 0.064467 2.699119 -2.106278 -0.6 0.3 -1.3 -0.05
C -2.893344 -3.203358 -2.147916 0.4 -1.8 -2.4 -0.87
C -2.246076 1.038351 0.742015 1.0 0.8 1.3 -0.21
C 1.999856 0.171653 0.324558 1.3 0.9 1.4 -0.48
N -1.008633 0.243654 0.620961 0.2 1.1 -1.1 -1.12
O 0.568220 1.646058 -1.518548 0.4 -2.0 1.7 -0.83
Si 0.275889 0.268453 -0.502188 1.1 0.7 -2.2 1.60
H -0.969464 2.267824 1.910306 -0.8 0.4 0.1 0.21
H -2.506355 3.037589 1.486503 -1.0 2.5 -0.8 0.20
H -2.489987 1.911609 2.781748 0.1 -0.1 -0.2 0.20
H 4.262359 -0.156074 -0.161529 -0.7 -1.0 0.7 0.22
H 2.958115 -0.439419 -1.446024 0.9 -0.2 0.1 0.21
H 3.523042 1.127657 -0.868274 -0.5 -0.2 -0.3 0.21
H 3.230080 1.541497 1.416674 0.8 0.0 0.3 0.20
H 1.694962 1.468474 2.058002 -2.2 -0.1 3.2 0.19
H 1.957930 2.336474 0.626703 -0.3 0.9 -0.5 0.21
H 3.113629 -0.950044 1.723787 -0.2 0.0 0.0 0.21
H 1.461180 -0.676528 2.154328 -0.4 -0.8 0.2 0.19
H 1.967124 -1.935625 0.947971 -0.7 -1.2 -0.5 0.21
H 0.333148 2.790972 -3.177185 -0.1 0.2 0.7 0.14
H -0.921228 2.994869 -1.784796 -0.2 0.4 0.0 0.12
H -2.520205 -4.191198 -1.773533 0.0 1.3 0.3 0.22
H -3.543972 -2.657800 -1.531646 -0.1 0.9 1.5 0.21
H -2.141314 -2.611578 -2.731516 -0.6 -0.5 1.0 0.22
H -3.629247 -3.556503 -2.884007 0.2 0.1 -0.4 0.21
H -3.002361 0.409597 1.117609 -1.1 -1.0 0.0 0.19
H -2.617712 1.524426 -0.170764 0.7 -0.7 -0.2 0.20
H -0.755789 -0.475125 1.274893 -0.8 -0.1 0.8 0.40
```
Positions in Å, forces in eV/Å.